# 1
ORCA calculation (ωB97M-V with the def2-TZVPD basis set) on 7 unconnected molecules or ions with the total composition C58H120N6O9.

**ΔE to the lowest compared entry with this formula, charge and spin**: 127.8 kcal per mole
**HOMO-LUMO gap**: 0.29309 hartree
**SMILES string**: CC1(C)CCCC(C)(C)N1O.CC1(C)CCCC(C)(C)N1O.CC1(C)CCCC(C)(C)N1O.CC1(C)CCCC(C)(C)N1O.CC1(C)CCCC(C)(C)N1O.CC1(C)CCCC(C)(C)N1O.C[C@H]1COC(=O)O1

Geometry as XYZ:
```
193
C58H120N6O9 ωB97M-V with the def2-TZVPD basis set
C 20.04 -5.81 31.60
C 20.64 -6.45 30.37
C 19.65 -6.95 29.26
C 21.65 -5.40 29.69
C 22.75 -5.94 28.78
C 23.51 -6.89 29.51
C 22.68 -8.11 30.04
C 22.33 -9.07 28.92
C 23.73 -8.92 30.97
N 21.52 -7.60 30.90
O 20.82 -8.72 31.46
H 18.96 -5.84 31.44
H 20.12 -6.34 32.54
H 20.33 -4.77 31.76
H 18.64 -7.17 29.61
H 19.45 -6.13 28.56
H 19.96 -7.72 28.56
H 21.01 -4.80 29.04
H 22.12 -4.69 30.37
H 22.38 -6.56 27.97
H 23.21 -5.14 28.20
H 24.04 -6.47 30.37
H 24.26 -7.20 28.78
H 21.90 -10.01 29.28
H 23.25 -9.22 28.36
H 21.74 -8.58 28.14
H 23.20 -9.61 31.63
H 24.47 -8.39 31.58
H 24.41 -9.48 30.33
H 20.55 -8.19 32.22
C 16.34 -14.49 16.31
C 15.93 -14.88 17.70
C 14.44 -15.49 17.80
C 16.75 -16.08 18.12
C 18.24 -15.55 18.31
C 18.13 -14.62 19.56
C 17.33 -13.35 19.36
C 16.92 -12.81 20.81
C 18.10 -12.21 18.58
N 16.05 -13.70 18.59
O 15.18 -12.58 18.29
H 17.32 -14.02 16.22
H 16.27 -15.30 15.58
H 15.70 -13.70 15.92
H 14.16 -16.30 17.12
H 13.92 -15.56 18.76
H 13.90 -14.71 17.27
H 16.44 -16.57 19.04
H 16.68 -16.90 17.40
H 18.74 -16.46 18.66
H 18.78 -15.16 17.45
H 19.16 -14.32 19.70
H 17.94 -15.21 20.45
H 16.06 -12.15 20.72
H 17.70 -12.28 21.35
H 16.66 -13.63 21.48
H 18.56 -11.55 19.31
H 17.49 -11.63 17.88
H 18.94 -12.68 18.06
H 14.48 -12.68 18.94
C 11.11 -10.82 34.13
C 10.07 -10.15 33.16
C 9.37 -9.09 34.08
C 10.89 -9.41 32.04
C 10.07 -9.08 30.77
C 9.34 -10.30 30.20
C 8.51 -11.09 31.29
C 7.09 -10.57 31.42
C 8.42 -12.52 30.58
N 9.19 -11.23 32.67
O 8.42 -11.96 33.57
H 11.45 -11.75 33.66
H 11.98 -10.23 34.38
H 10.70 -11.13 35.09
H 10.01 -8.28 34.44
H 8.61 -8.53 33.53
H 8.81 -9.51 34.91
H 11.18 -8.43 32.42
H 11.82 -9.92 31.82
H 9.34 -8.27 30.87
H 10.77 -8.63 30.06
H 10.14 -10.87 29.74
H 8.70 -9.82 29.45
H 6.60 -10.21 30.52
H 7.14 -9.75 32.13
H 6.48 -11.32 31.92
H 9.42 -12.96 30.56
H 7.88 -12.39 29.64
H 7.69 -13.12 31.12
H 7.86 -11.27 33.93
C 15.89 -14.54 35.98
C 17.47 -14.48 35.75
C 17.85 -13.04 35.52
C 18.08 -14.91 37.08
C 19.49 -15.38 37.04
C 19.74 -16.26 35.80
C 19.15 -15.83 34.43
C 20.06 -14.65 33.88
C 19.32 -17.00 33.31
N 17.76 -15.43 34.65
O 17.16 -15.12 33.49
H 15.32 -14.34 35.08
H 15.65 -15.55 36.30
H 15.55 -13.81 36.72
H 18.90 -12.83 35.32
H 17.30 -12.72 34.64
H 17.52 -12.63 36.47
H 17.89 -14.23 37.91
H 17.54 -15.82 37.34
H 20.02 -14.43 36.96
H 19.91 -15.71 37.99
H 19.27 -17.21 36.03
H 20.77 -16.55 35.58
H 20.53 -14.15 34.73
H 19.58 -13.83 33.35
H 20.94 -14.92 33.30
H 18.90 -17.92 33.72
H 20.38 -17.14 33.07
H 18.87 -16.75 32.36
H 16.74 -15.95 33.27
C 15.23 -7.23 21.25
C 13.72 -6.73 21.53
C 13.19 -5.77 20.37
C 12.78 -7.97 21.54
C 12.90 -8.92 22.73
C 12.76 -8.15 24.03
C 13.62 -6.86 24.10
C 13.15 -5.86 25.18
C 15.05 -7.44 24.51
N 13.64 -6.07 22.81
O 14.35 -4.85 22.83
H 15.27 -7.59 20.22
H 15.96 -6.45 21.47
H 15.58 -8.09 21.81
H 12.15 -5.80 20.05
H 13.38 -4.75 20.70
H 13.75 -6.04 19.47
H 11.71 -7.78 21.43
H 13.23 -8.44 20.67
H 12.21 -9.75 22.61
H 13.86 -9.42 22.70
H 12.83 -8.84 24.87
H 11.71 -7.88 24.15
H 12.29 -5.31 24.78
H 13.98 -5.36 25.67
H 12.71 -6.52 25.93
H 15.70 -6.61 24.78
H 15.48 -8.16 23.81
H 15.01 -7.99 25.45
H 13.68 -4.38 22.34
C 13.50 -16.94 23.12
C 13.60 -16.66 24.58
C 15.04 -16.99 25.08
C 13.29 -15.18 24.86
C 12.60 -14.88 26.23
C 12.96 -15.85 27.37
C 12.68 -17.32 26.95
C 13.73 -18.22 27.70
C 11.26 -17.66 27.38
N 12.70 -17.49 25.44
O 12.60 -18.82 25.29
H 12.56 -16.54 22.74
H 14.13 -16.23 22.58
H 13.70 -17.98 22.85
H 15.70 -16.95 24.22
H 15.53 -16.24 25.70
H 15.05 -18.03 25.42
H 14.26 -14.70 24.95
H 12.79 -14.54 24.13
H 12.76 -13.92 26.72
H 11.54 -14.74 25.99
H 12.42 -15.41 28.21
H 13.94 -15.79 27.85
H 13.40 -19.24 27.54
H 13.79 -18.00 28.77
H 14.79 -18.12 27.43
H 10.52 -17.13 26.78
H 11.08 -17.52 28.45
H 10.91 -18.67 27.17
H 11.71 -18.97 24.95
C 16.24 -11.94 29.30
C 17.77 -12.11 29.05
C 18.22 -13.49 28.98
O 18.90 -13.56 27.70
C 18.84 -12.29 27.14
O 19.55 -11.95 26.19
O 18.05 -11.51 27.87
H 16.05 -12.16 30.35
H 15.58 -12.45 28.61
H 16.07 -10.90 29.02
H 18.47 -11.71 29.79
H 17.29 -14.06 28.89
H 18.79 -13.83 29.84
```

# 2
ORCA calculation (ωB97M-V with the def2-TZVPD basis set) on 11 unconnected molecules or ions with the total composition C58H122F15N6O13.

**ΔE to the lowest compared entry with this formula, charge and spin**: 198.5 kcal per mole
**HOMO-LUMO gap**: 0.17511 hartree
**Charge**: +1

Geometry as XYZ:
```
214
C58H122F15N6O13 ωB97M-V with the def2-TZVPD basis set
C -0.93 -3.96 2.71
C -1.33 -2.75 3.52
C -2.60 -1.93 3.08
C -3.91 -2.79 2.84
N -5.19 -1.92 2.63
C -5.52 -0.96 3.83
C -7.02 -0.79 3.82
C -7.62 -1.89 2.96
C -6.42 -2.82 2.62
C -5.00 -1.06 1.38
H 0.04 -4.23 3.14
H -0.66 -3.73 1.68
H -1.61 -4.80 2.63
H -0.49 -2.09 3.70
H -1.55 -3.28 4.45
H -2.48 -1.34 2.18
H -2.78 -1.12 3.79
H -4.09 -3.45 3.69
H -3.85 -3.44 1.97
H -4.81 -0.13 3.77
H -5.27 -1.64 4.65
H -7.17 0.12 3.23
H -7.53 -0.67 4.78
H -8.03 -1.47 2.05
H -8.40 -2.37 3.56
H -6.54 -3.50 1.78
H -6.24 -3.59 3.38
H -5.93 -0.60 1.05
H -4.64 -1.71 0.58
H -4.32 -0.25 1.64
C 3.11 8.28 3.07
C 1.69 7.82 2.60
C 1.59 7.20 1.12
C 0.15 6.92 0.71
N 0.03 6.46 -0.80
C -1.44 6.18 -1.23
C -1.34 4.92 -2.01
C -0.28 4.01 -1.29
C 0.76 5.10 -0.95
C 0.61 7.65 -1.65
H 3.79 7.43 3.14
H 3.03 8.80 4.02
H 3.51 8.96 2.32
H 1.00 8.66 2.70
H 1.30 7.16 3.37
H 2.32 6.44 0.82
H 1.93 8.02 0.48
H -0.53 7.77 0.71
H -0.37 6.08 1.18
H -1.81 6.97 -1.88
H -2.06 6.09 -0.34
H -1.09 5.01 -3.07
H -2.33 4.45 -2.04
H 0.17 3.29 -1.98
H -0.67 3.56 -0.38
H 1.29 5.30 -1.88
H 1.57 4.86 -0.26
H 0.18 8.62 -1.39
H 0.20 7.48 -2.64
H 1.70 7.67 -1.66
C 1.55 -6.31 0.70
C 2.85 -6.04 1.39
C 3.87 -5.55 0.32
C 3.53 -4.12 -0.21
N 4.73 -3.49 -1.00
C 5.93 -3.21 -0.06
C 6.51 -1.88 -0.47
C 5.35 -1.11 -0.89
C 4.28 -2.11 -1.49
C 5.27 -4.37 -2.15
H 0.82 -6.82 1.33
H 1.65 -6.99 -0.15
H 1.06 -5.41 0.33
H 3.26 -6.91 1.91
H 2.83 -5.45 2.30
H 3.78 -6.27 -0.49
H 4.82 -5.63 0.85
H 3.19 -3.49 0.62
H 2.66 -4.16 -0.86
H 6.73 -3.94 -0.16
H 5.55 -3.26 0.96
H 7.22 -2.03 -1.28
H 7.05 -1.41 0.34
H 5.55 -0.33 -1.62
H 4.99 -0.68 0.05
H 4.36 -2.12 -2.58
H 3.27 -1.87 -1.16
H 6.02 -3.82 -2.71
H 4.32 -4.47 -2.68
H 5.54 -5.33 -1.71
C 4.25 -0.34 -5.73
C 3.03 -0.43 -6.59
O 3.04 -0.85 -7.79
N 1.68 -0.32 -5.79
H 1.73 -0.92 -4.99
H 1.53 0.51 -5.23
C 0.43 -0.74 -6.61
H 4.23 -1.22 -5.09
H 4.39 0.55 -5.11
H 5.15 -0.35 -6.34
H 0.42 -1.83 -6.71
H 0.22 -0.11 -7.47
H -0.34 -0.54 -5.87
C -1.48 -1.96 -1.02
C -0.98 -0.55 -1.38
C 0.01 -0.08 -0.20
O 1.20 -0.83 -0.24
C 2.01 -0.63 0.89
N -0.19 -0.64 -2.77
H 0.07 0.25 -3.19
H 0.72 -1.01 -2.54
H -0.57 -1.26 -3.47
H -1.99 -1.86 -0.07
H -0.58 -2.57 -0.93
H -2.12 -2.35 -1.81
H -1.75 0.17 -1.69
H -0.40 -0.17 0.80
H 0.27 0.97 -0.25
H 2.72 -1.44 1.05
H 1.36 -0.47 1.76
H 2.55 0.29 0.66
C 0.53 0.90 4.41
C 1.36 1.87 5.26
C 0.49 3.07 5.63
O 0.41 3.86 4.38
C -0.38 4.99 4.48
N 1.85 1.25 6.54
H 2.43 0.45 6.34
H 2.37 1.93 7.07
H 1.12 0.85 7.12
H -0.42 0.66 4.88
H 1.08 -0.04 4.39
H 0.28 1.39 3.47
H 2.26 2.20 4.75
H 0.81 3.78 6.39
H -0.40 2.61 6.07
H -0.49 5.48 3.51
H 0.11 5.76 5.07
H -1.36 4.70 4.87
C 3.97 -1.44 4.97
O 3.74 -0.21 4.28
O 3.62 -1.18 6.30
C 3.29 -2.57 4.21
F 3.92 -2.86 3.04
F 3.42 -3.71 4.95
F 1.99 -2.43 3.93
C 4.73 0.11 3.25
C 4.55 1.59 2.79
H 4.58 2.30 3.62
H 5.39 1.83 2.14
H 3.63 1.67 2.21
H 4.70 -0.63 2.45
H 5.79 0.10 3.53
H 5.05 -1.53 5.03
C 0.86 -3.78 -4.22
O -0.44 -3.20 -4.47
O 1.75 -2.70 -4.12
C 0.75 -4.90 -3.17
F 0.21 -4.51 -2.06
F 0.21 -5.92 -3.74
F 1.94 -5.41 -2.79
C -1.39 -3.98 -5.22
C -2.62 -3.19 -5.48
H -3.05 -3.00 -4.50
H -2.34 -2.24 -5.94
H -3.36 -3.58 -6.18
H -1.76 -4.87 -4.71
H -0.89 -4.38 -6.11
H 1.09 -4.31 -5.14
C -5.96 -4.43 -2.76
O -6.54 -5.65 -2.25
O -6.75 -3.87 -3.75
C -5.47 -3.44 -1.63
F -4.81 -4.18 -0.74
F -4.56 -2.57 -2.12
F -6.33 -2.77 -0.91
C -7.70 -5.53 -1.38
C -7.61 -6.73 -0.45
H -6.63 -6.93 -0.02
H -8.37 -6.75 0.33
H -7.87 -7.53 -1.15
H -8.68 -5.55 -1.86
H -7.62 -4.64 -0.75
H -4.99 -4.63 -3.21
C 2.06 2.69 -3.75
O 2.87 2.48 -5.00
O 1.00 1.76 -3.95
C 2.97 2.46 -2.46
F 2.36 2.57 -1.28
F 3.57 1.28 -2.49
F 4.00 3.30 -2.36
C 3.64 3.51 -5.53
C 4.11 3.13 -6.96
H 4.55 3.96 -7.51
H 4.78 2.27 -7.04
H 3.35 2.82 -7.67
H 4.46 3.79 -4.87
H 3.12 4.45 -5.73
H 1.54 3.65 -3.69
C -4.06 5.45 2.04
O -4.03 4.31 1.15
O -4.00 6.56 1.22
C -5.16 5.23 3.16
F -6.32 4.92 2.62
F -4.77 4.28 4.03
F -5.26 6.41 3.80
C -3.17 3.25 1.35
C -3.40 2.32 0.27
H -3.51 2.84 -0.68
H -2.50 1.71 0.20
H -4.34 1.79 0.40
H -3.42 2.70 2.25
H -2.10 3.43 1.39
H -3.16 5.37 2.66
```

Q: Among the records above, which one has the lowest ΔE to the lowest compared entry with this formula, charge and spin?
A: C58H120N6O9

Q: Among the records above, which one has the lowest HOMO-LUMO gap?
A: C58H122F15N6O13

Q: HOMO-LUMO gap of number 2 (C58H122F15N6O13)?
A: 0.17511 hartree